Here is a structure of composition C9H10 in a non-equilibrium geometry from OMol25. Energies are from ωB97M-V/def2-TZVPD.

Geometry as XYZ:
```
19
Properties=species:S:1:pos:R:3:forces:R:3:lowdin_charge:R:1
C -0.84706 0.89819 0.74108 0.3 -0.3 0.9 -0.19
C -0.80522 0.88556 -0.73248 -1.2 -0.1 -1.8 -0.22
C 0.09856 1.78663 -0.00626 0.6 1.3 0.2 -0.06
C 0.66861 -0.94280 0.05672 -0.4 0.4 -0.2 -0.24
C 2.00349 -0.40272 0.03125 0.4 0.3 0.3 -0.10
C -1.40977 -1.26828 -0.04070 0.2 -0.9 -0.2 -0.09
C -0.39520 -0.58290 -0.98473 -0.9 0.4 -1.3 -0.19
C 3.14471 -0.03628 0.00921 0.4 0.0 0.1 0.12
C -0.51519 -0.57584 0.99881 -0.1 -0.1 1.9 -0.19
H -0.59157 -0.91960 2.03996 0.4 0.2 -0.2 0.14
H -1.24828 -2.36969 0.00107 -0.4 0.6 -0.1 0.12
H 0.78760 -2.00643 0.01125 -0.1 -0.7 0.2 0.14
H -1.63563 1.35244 1.31843 -0.2 0.0 0.0 0.14
H -1.67300 1.27691 -1.29788 0.8 -0.3 0.2 0.15
H 1.15923 1.63013 -0.02425 0.1 -0.2 0.1 0.07
H -2.46667 -0.98874 -0.12066 0.3 0.0 0.1 0.12
H -0.31760 -0.88775 -2.02455 0.2 0.0 -0.1 0.14
H -0.12335 2.86484 -0.02116 -0.2 -0.6 0.1 0.12
H 4.16632 0.28632 0.04489 -0.3 -0.1 -0.1 0.03
```
Forces are in eV/Å.

Output
- HOMO level (eV) = -9.43
- HOMO-LUMO gap (eV) = 10.55
- DFT total energy (eV) = -9490.8987
- total charge = 0
- energy above the lowest of the compared OMol25 structures with the same formula, charge and spin (kJ/mol) = 243.52